Record 1
{
  "formula": "C5H9N",
  "method": "ωB97M-V with the def2-TZVPD basis set",
  "homo_lumo_gap_ev": [8.287, 8.287],
  "charge": 0,
  "homo_ev": [-7.363, -7.364],
  "species": ["C", "C", "C", "C", "C", "N", "H", "H", "H", "H", "H", "H", "H", "H", "H"],
  "positions_angstrom": [[-0.43055, 1.51838, -0.30009], [-0.48887, 0.15047, 0.38670], [-0.78217, -0.94824, -0.57126], [0.86173, -0.13829, 1.12967], [1.79533, -0.77787, 0.14030], [1.30682, -1.32601, -0.83455], [-0.22156, 2.31912, 0.41854], [-1.37624, 1.75200, -0.80243], [0.36502, 1.52846, -1.05542], [-1.24848, 0.16749, 1.18240], [-1.31488, -0.66538, -1.48257], [-1.15141, -1.88195, -0.14222], [0.67556, -1.57635, -1.59016], [0.72728, -0.88188, 1.92763], [1.28243, 0.76007, 1.59344]],
  "nbo_charge": [-0.61, -0.29, -0.48, -0.49, 0.24, -0.59, 0.21, 0.21, 0.21, 0.23, 0.20, 0.20, 0.48, 0.24, 0.23]
}



Record 2
{
  "formula": "C14H18N2O5",
  "method": "ωB97M-V with the def2-TZVPD basis set",
  "homo_lumo_gap_ev": 9.776,
  "smiles": "COC(=O)[C@H](Cc1ccccc1)NC(=O)[C@@H](N)CC(=O)O",
  "charge": 0,
  "homo_ev": -9.105,
  "species": ["C", "O", "C", "O", "C", "C", "C", "C", "C", "C", "C", "C", "N", "C", "O", "C", "N", "C", "C", "O", "O", "H", "H", "H", "H", "H", "H", "H", "H", "H", "H", "H", "H", "H", "H", "H", "H", "H", "H"],
  "positions_angstrom": [[-1.26483, -0.14411, -4.54967], [-0.68188, -0.75895, -3.40628], [-0.06400, 0.05659, -2.55877], [0.06659, 1.23973, -2.72937], [0.51619, -0.68154, -1.34502], [-0.31169, -1.91999, -0.95761], [0.32590, -2.61455, 0.21116], [1.32530, -3.55877, 0.01313], [1.93979, -4.17102, 1.09099], [1.56513, -3.84085, 2.38225], [0.57149, -2.89928, 2.58920], [-0.04406, -2.29051, 1.50990], [0.60690, 0.26210, -0.25470], [-0.46643, 0.96402, 0.15618], [-1.60980, 0.72973, -0.17666], [-0.09546, 2.07791, 1.14599], [1.26913, 2.51261, 0.90205], [-1.15615, 3.18742, 1.06388], [-0.98195, 4.23191, 2.13120], [-0.02802, 4.34857, 2.85621], [-2.02858, 5.06224, 2.18867], [-1.71048, -0.94667, -5.13120], [-2.02480, 0.57500, -4.23976], [-0.50140, 0.37662, -5.13109], [1.53353, -0.99354, -1.60742], [-0.36338, -2.58369, -1.82059], [-1.31762, -1.58793, -0.70217], [1.61908, -3.82112, -0.99386], [2.71215, -4.90769, 0.92357], [2.04447, -4.31821, 3.22417], [0.27396, -2.64038, 3.59483], [-0.82276, -1.55963, 1.67108], [1.50187, 0.63612, 0.03083], [-0.11995, 1.64079, 2.15279], [1.31573, 3.01891, 0.02172], [1.55395, 3.14826, 1.64052], [-2.15434, 2.75311, 1.13842], [-1.09873, 3.68226, 0.08971], [-1.89485, 5.73450, 2.87573]],
  "nbo_charge": [-0.26, -0.50, 0.80, -0.60, -0.13, -0.46, 0.08, -0.25, -0.20, -0.22, -0.19, -0.24, -0.62, 0.70, -0.64, -0.14, -0.85, -0.54, 0.80, -0.62, -0.68, 0.20, 0.20, 0.19, 0.23, 0.23, 0.25, 0.21, 0.21, 0.21, 0.21, 0.21, 0.44, 0.22, 0.36, 0.39, 0.27, 0.24, 0.50]
}



Record 3
{
  "formula": "C42H39AuF4N3P2Te",
  "method": "ωB97M-V with the def2-TZVPD basis set",
  "homo_lumo_gap_ev": [5.284, 5.284],
  "charge": 1,
  "homo_ev": [-10.040, -10.040],
  "species": ["Au", "C", "C", "N", "C", "C", "C", "C", "N", "C", "C", "F", "C", "F", "C", "C", "F", "C", "F", "H", "H", "H", "H", "H", "H", "H", "H", "H", "H", "H", "H", "H", "H", "H", "Te", "C", "C", "C", "N", "C", "C", "C", "P", "C", "C", "C", "C", "C", "C", "C", "C", "C", "C", "C", "C", "P", "C", "C", "C", "C", "C", "C", "C", "C", "C", "C", "C", "C", "H", "H", "H", "H", "H", "H", "H", "H", "H", "H", "H", "H", "H", "H", "H", "H", "H", "H", "H", "H", "H", "H", "H", "H"],
  "positions_angstrom": [[0.40412, -0.15901, -0.22892], [-2.17858, -4.08690, 0.52489], [-1.66525, -2.72399, 0.08140], [-0.20154, -2.55234, 0.11722], [0.52680, -3.51757, -0.72478], [0.10392, -3.51790, -2.17790], [0.35976, -2.60454, 1.46903], [-0.14154, -1.52176, 2.40535], [-0.30831, -0.23616, 1.72477], [-0.57291, 0.88148, 2.49226], [-1.00036, 2.06271, 1.85616], [-1.13120, 2.08148, 0.51758], [-1.30472, 3.22042, 2.53627], [-1.67887, 4.29076, 1.82690], [-1.23733, 3.29039, 3.91306], [-0.85294, 2.14188, 4.56983], [-0.77498, 2.13496, 5.90337], [-0.52653, 0.97600, 3.89969], [-0.16298, -0.06156, 4.67143], [-3.26838, -4.08616, 0.50862], [-1.87060, -4.33296, 1.54204], [-1.84221, -4.88811, -0.13400], [-2.09446, -1.93546, 0.70084], [-1.98998, -2.51500, -0.93907], [0.43554, -4.52550, -0.29806], [1.58578, -3.25506, -0.66174], [-0.88152, -3.95996, -2.32845], [0.81483, -4.09588, -2.76837], [0.09196, -2.50187, -2.57817], [1.44047, -2.49385, 1.35979], [0.19479, -3.57860, 1.94803], [0.56426, -1.48045, 3.23277], [-1.11108, -1.79932, 2.83498], [-1.48505, 4.19409, 4.44996], [3.36039, -1.09031, -3.24082], [4.38922, 0.24362, -4.50779], [4.36407, 0.06949, -5.88272], [5.04167, 0.98568, -6.68014], [5.70148, 2.03503, -6.20041], [5.71904, 2.18963, -4.87729], [5.09171, 1.32500, -3.99348], [2.31244, 0.45371, -2.27430], [0.49544, 0.67871, -2.49034], [-0.07447, -0.08878, -4.01832], [-1.26959, -0.79859, -4.00539], [-1.78315, -1.32188, -5.18476], [-1.09950, -1.13524, -6.37590], [0.09109, -0.41627, -6.39491], [0.60205, 0.11023, -5.22196], [0.27074, 2.44761, -2.81255], [1.20773, 3.13466, -3.58398], [1.00193, 4.46502, -3.90702], [-0.14435, 5.11422, -3.46336], [-1.08320, 4.43158, -2.70485], [-0.87842, 3.09705, -2.37973], [2.55874, 0.78157, -0.60100], [4.01780, 0.05146, 0.13613], [4.03584, -1.31592, 0.40575], [5.16425, -1.90267, 0.94956], [6.28007, -1.12163, 1.22466], [6.26430, 0.24168, 0.96884], [5.13003, 0.83679, 0.43573], [2.51998, 2.49967, -0.09422], [2.09800, 2.81760, 1.19452], [2.12306, 4.13557, 1.62093], [2.57218, 5.13158, 0.76248], [3.01144, 4.81293, -0.51507], [2.99044, 3.49553, -0.94782], [3.82384, -0.74908, -6.34117], [5.04085, 0.86835, -7.75766], [6.27023, 3.04474, -4.50223], [5.16497, 1.49464, -2.92578], [-1.80582, -0.93606, -3.07310], [-2.71530, -1.87036, -5.17100], [-1.49704, -1.54236, -7.29598], [0.61661, -0.26179, -7.32792], [1.52683, 0.67505, -5.24812], [2.10404, 2.62689, -3.92676], [1.73316, 4.99574, -4.50266], [-0.30498, 6.15495, -3.71185], [-1.97661, 4.93562, -2.36177], [-1.60912, 2.57111, -1.77938], [3.16463, -1.91831, 0.17985], [5.17737, -2.96407, 1.15734], [7.16494, -1.57852, 1.64742], [7.13318, 0.84549, 1.19325], [5.11201, 1.90430, 0.25603], [1.75840, 2.03802, 1.86531], [1.79106, 4.38520, 2.62019], [2.58410, 6.16145, 1.09380], [3.36714, 5.59059, -1.17788], [3.33196, 3.24151, -1.94377]],
  "mulliken_charge": [1.74, -1.40, -0.44, 1.06, -0.53, -1.52, -1.43, -0.84, 0.09, -0.65, 0.27, -0.31, 0.28, -0.35, -0.60, 0.20, -0.31, 0.84, -0.32, 0.45, 0.29, 0.26, 0.47, 0.12, 0.48, 0.20, 0.31, 0.48, 0.36, 0.44, 0.48, 0.50, 0.53, 0.53, 0.43, 0.20, -0.32, -0.39, -0.59, -0.49, -0.04, -0.29, -0.14, 1.04, -0.38, -0.64, -0.71, -0.85, -0.55, 1.14, -0.22, -0.75, -0.63, -0.76, -0.55, -1.45, 0.74, -0.02, -0.76, -0.60, -0.80, -0.52, 0.86, -0.81, -0.58, -0.85, -0.70, 0.09, 0.39, 0.38, 0.40, 0.38, 0.34, 0.45, 0.41, 0.47, 0.44, 0.29, 0.49, 0.42, 0.46, 0.43, 0.22, 0.46, 0.41, 0.46, 0.47, 0.65, 0.52, 0.42, 0.49, 0.36]
}